No. 1
This record from OMol25 describes C4H7NO in the gas phase. The level of theory is ωB97M-V/def2-TZVPD.

Structure (XYZ):
```
13
Properties=species:S:1:pos:R:3
C -0.82866 0.63474 0.60508
N 0.34827 0.30589 -0.11694
C -1.83914 -0.48122 0.85555
H 1.07909 0.65599 -2.09934
H 0.58874 -1.08454 -1.77526
H -1.36947 1.45786 0.11504
O -3.00286 -0.25852 1.08601
H 2.47009 0.62308 0.05373
H 1.92677 -1.10801 0.35793
C 0.86921 -0.11455 -1.35144
H -1.43770 -1.51929 0.84757
H -0.53036 1.00077 1.59797
C 1.68308 -0.12911 -0.06963
```

## Properties
- HOMO-LUMO gap: 9.5 eV
- ΔE to the lowest compared entry with this formula, charge and spin: 72.16 kcal per mole
- Lowest unoccupied orbital energy: 0.03506 hartree
- Calculated total energy: -7796.51504 eV
- SMILES: O=CCN1CC1
- HOMO: -8.521 eV

---

No. 2
This record from OMol25 describes 2 unconnected molecules or ions with the total composition C4H7NO. The level of theory is ωB97M-V/def2-TZVPD.

Structure (XYZ):
```
13
Properties=species:S:1:pos:R:3
H 0.12984 -0.92420 -1.86430
O 1.12823 0.35800 1.02899
C -1.23181 -0.40128 -0.33328
C 1.19837 0.16751 -0.40698
H 2.20369 -0.22496 -0.60110
H 0.40643 -1.79014 -0.34124
C -1.60201 0.59768 0.42919
H -2.04586 -1.05244 -0.54194
C 0.12851 -0.81801 -0.77494
H -0.77301 0.29050 1.72502
H 1.00401 1.10063 -0.94900
H 1.11123 1.29109 1.27684
N -1.65763 1.40563 1.35272
```

## Properties
- HOMO-LUMO gap: 8.5 eV
- ΔE to the lowest compared entry with this formula, charge and spin: 117.75 kcal per mole
- Lowest unoccupied orbital energy: 0.01543 hartree
- Calculated total energy: -7794.53824 eV
- HOMO: -8.071 eV